[1]
22
Properties=species:S:1:pos:R:3 method="wB97M-V/def2-TZVPD" total_charge=+1 homo_energy_ev=-12.2 de_lowest_ev=4.562 lumo_ha=-0.3307 e_tot_ev=-9975.683
O 1.522 0.571 -0.430
C 0.709 1.267 -1.112
C -0.660 1.007 -1.165
C -1.229 -0.168 -0.409
C -2.584 -0.583 -0.993
C -1.281 0.142 1.091
C -1.535 -1.071 2.005
N 4.381 -0.703 0.528
H 1.078 2.129 -1.739
H -1.303 1.583 -1.845
H -0.489 -1.002 -0.586
H -3.005 -1.457 -0.513
H -2.503 -0.829 -2.068
H -3.326 0.237 -0.898
H -2.042 0.973 1.273
H -0.372 0.656 1.338
H -0.794 -1.858 1.859
H -2.495 -1.536 1.876
H -1.504 -0.796 3.088
H 3.556 -0.233 0.159
H 5.131 -0.738 -0.136
H 4.715 -0.341 1.437

[2]
37
Properties=species:S:1:pos:R:3 method="wB97M-V/def2-TZVPD" total_charge=+2 homo_energy_ev=-15.0 lumo_ha=-0.3778 e_tot_ev=-203510.777
O 0.731 -2.833 2.277
S 0.465 -2.209 1.018
O 0.999 -3.337 -0.088
C 1.630 -0.888 0.781
C 1.165 0.253 -0.125
C 1.878 1.561 0.237
C 3.316 1.633 -0.275
F 4.191 1.566 0.749
F 3.601 0.553 -1.074
C 3.639 2.901 -1.095
F 3.270 3.979 -0.394
F 4.925 2.988 -1.389
F 2.922 2.869 -2.232
N -0.938 -1.906 0.599
S -1.465 -2.336 -0.934
O -1.682 -3.767 -0.911
O -0.534 -1.814 -1.893
C -3.040 -1.503 -0.995
C -3.422 -0.591 0.157
C -3.045 0.908 0.083
F -4.180 1.619 -0.151
Br -1.805 1.342 -1.339
C -2.474 1.393 1.428
F -1.315 0.736 1.661
F -3.338 1.006 2.380
Br -2.206 3.266 1.566
H 1.780 -0.584 1.825
H 2.552 -1.359 0.423
H 1.362 -0.008 -1.166
H 0.084 0.396 -0.036
H 1.291 2.397 -0.151
H 1.941 1.705 1.320
H -3.037 -0.985 -1.957
H -3.725 -2.355 -1.046
H -4.515 -0.586 0.211
H -3.071 -1.009 1.101
La 2.051 -4.997 -0.565

[3]
87
Properties=species:S:1:pos:R:3 method="wB97M-V/def2-TZVPD" total_charge=+2 homo_energy_ev=-13.1 de_lowest_ev=0.000 lumo_ha=-0.2186 e_tot_ev=-116562.555
P 1.150 0.999 -2.325
C 2.878 1.155 -2.887
C 3.279 0.509 -4.073
H 2.653 -0.275 -4.508
C 4.464 0.884 -4.709
H 4.726 0.412 -5.657
C 5.297 1.838 -4.124
H 6.228 2.111 -4.615
C 4.953 2.415 -2.897
H 5.620 3.136 -2.426
C 3.756 2.068 -2.266
H 3.493 2.514 -1.303
C 0.439 -0.358 -3.276
C 0.779 -1.682 -2.931
H 1.298 -1.876 -1.988
C 0.473 -2.724 -3.808
H 0.746 -3.745 -3.536
C -0.174 -2.448 -5.017
H -0.414 -3.264 -5.699
C -0.536 -1.140 -5.349
H -1.049 -0.919 -6.287
C -0.247 -0.092 -4.475
H -0.532 0.935 -4.720
C 0.389 2.530 -2.938
C 1.003 3.224 -4.000
H 2.032 2.996 -4.286
C 0.298 4.202 -4.700
H 0.770 4.678 -5.559
C -0.991 4.551 -4.292
H -1.548 5.295 -4.859
C -1.552 3.960 -3.155
H -2.542 4.259 -2.817
C -0.855 2.973 -2.452
H -1.262 2.551 -1.530
Ti 0.516 -0.192 2.673
C -1.286 -1.145 2.251
C -1.798 -1.236 1.014
H -1.834 -1.494 3.133
C -0.995 -0.665 -0.154
O -1.882 0.206 -0.906
H -1.481 0.318 -1.799
C 0.242 0.094 0.262
H -0.624 -1.486 -0.812
C 1.022 0.770 -0.596
Cl 0.166 -0.642 4.907
Cl 2.544 0.810 2.388
P 1.588 -2.495 2.692
C 2.491 -2.944 4.203
H 1.792 -3.176 5.014
H 3.128 -2.109 4.516
H 3.115 -3.820 3.985
C 0.532 -3.946 2.408
H -0.045 -3.805 1.484
H -0.168 -4.060 3.249
H 1.159 -4.847 2.321
C 2.856 -2.606 1.404
H 3.600 -1.814 1.559
H 2.392 -2.466 0.418
H 3.328 -3.597 1.463
P -3.457 -1.972 0.824
C -3.912 -2.805 2.355
C -3.388 -3.180 -0.488
H -3.884 -2.108 3.204
H -3.255 -3.664 2.549
H -4.943 -3.167 2.220
H -2.916 -2.740 -1.377
H -4.418 -3.485 -0.720
H -2.818 -4.058 -0.153
C -4.651 -0.673 0.531
H -4.938 -0.221 1.492
H -5.543 -1.110 0.056
H -4.195 0.083 -0.122
H 1.859 1.320 -0.146
N -0.564 1.710 2.971
C -0.888 2.144 4.301
C 0.118 2.698 5.089
C -0.137 2.939 6.441
C -1.394 2.640 6.985
C -2.402 2.114 6.169
C -2.159 1.871 4.813
H 0.047 2.364 2.474
H -1.402 1.581 2.397
H 1.101 2.881 4.651
H 0.649 3.364 7.067
H -1.582 2.820 8.048
H -3.386 1.893 6.589
H -2.926 1.439 4.166

[4]
62
Properties=species:S:1:pos:R:3 method="wB97M-V/def2-TZVPD" total_charge=+1 homo_energy_ev=-11.0 lumo_ha=-0.1181 e_tot_ev=-52319.356
O -0.373 -2.965 -4.310
P 0.013 -1.785 -5.369
I -0.575 0.239 -4.186
N 1.823 -1.879 -5.283
C 2.531 -2.674 -6.139
N 3.775 -2.571 -5.876
N 3.847 -1.735 -4.863
C 2.677 -1.295 -4.480
H 0.358 -3.603 -4.300
H 2.095 -3.279 -6.897
H 4.719 -1.466 -4.418
H 2.433 -0.629 -3.683
C -1.388 -3.037 -0.782
C -0.611 -1.868 -0.230
O 0.102 -1.186 -0.941
C -0.770 -1.585 1.238
H -1.195 -3.135 -1.846
H -1.085 -3.957 -0.278
H -2.456 -2.879 -0.628
H -0.442 -2.447 1.822
H -1.816 -1.367 1.461
H -0.172 -0.723 1.516
C -5.832 -0.219 2.440
C -4.468 -0.559 2.989
O -3.486 0.085 2.693
C -4.383 -1.740 3.927
H -5.753 0.645 1.784
H -6.228 -1.062 1.871
H -6.516 0.017 3.256
H -4.719 -2.646 3.420
H -5.007 -1.566 4.804
H -3.352 -1.873 4.247
C 1.382 2.342 3.721
C 0.774 1.246 2.881
O -0.174 0.604 3.267
C 1.402 0.984 1.530
H 0.836 2.422 4.657
H 2.426 2.112 3.938
H 1.322 3.296 3.192
H 2.442 0.692 1.662
H 1.342 1.882 0.911
H 0.870 0.177 1.029
C 4.106 -0.202 -0.402
C 5.069 0.120 -1.509
O 4.860 -0.212 -2.662
C 6.314 0.873 -1.134
H 3.254 -0.750 -0.802
H 4.601 -0.820 0.348
H 3.750 0.718 0.055
H 6.893 0.298 -0.410
H 6.048 1.837 -0.699
H 6.922 1.041 -2.020
C -3.773 4.127 0.238
C -2.379 4.028 0.810
O -1.524 4.842 0.540
C -2.097 2.868 1.732
H -3.840 5.001 -0.405
H -4.001 3.235 -0.348
H -4.502 4.223 1.044
H -2.249 1.925 1.205
H -2.754 2.910 2.602
H -1.067 2.922 2.069